This record from OMol25 describes C3H3Br2N3 in the gas phase in a non-equilibrium geometry. The level of theory is wB97M-V/def2-TZVPD.

```
11
Properties=species:S:1:pos:R:3:nbo_charge:R:1
Br -1.66980 0.37707 2.16870 0.1525
Br -0.18210 1.89477 -3.21819 0.1122
N 0.23652 -0.07049 0.03283 -0.1700
N 0.53627 0.22916 -1.21087 -0.3326
N -1.26503 1.55551 -0.70071 -0.4391
C -0.32933 1.19740 -1.52398 0.2010
C 0.76988 -1.20977 0.80127 -0.4339
C -0.87747 0.48988 0.46486 0.2047
H 0.56068 -1.17933 1.91627 0.2374
H 0.31427 -2.15057 0.51965 0.2297
H 1.90611 -1.13363 0.75017 0.2381
```

Computed properties:
- HOMO energy: -9.37 eV
- LUMO: 0.0090 Eh
- Gap between HOMO and LUMO: 0.353 Ha
- Structure (SMILES): Cn1nc(Br)nc1Br



This record from OMol25 describes C3H3NOS in the gas phase in a non-equilibrium geometry. The level of theory is wB97M-V/def2-TZVPD.

```
9
Properties=species:S:1:pos:R:3:nbo_charge:R:1
S -0.56951 1.24392 -1.65798 0.1922
O 0.81171 1.35220 0.98489 -0.6986
N -1.13747 -2.36596 -1.16323 -0.2201
C -0.89314 -1.28653 -0.93662 0.1778
C -0.51645 0.00586 -0.67855 -0.2688
C 0.34477 0.10168 0.84045 -0.0426
H 1.07785 1.77719 0.12789 0.4851
H 1.08044 -0.71272 0.69803 0.1671
H -0.19821 -0.11563 1.78512 0.2079
```

Computed properties:
- HOMO energy: -9.90 eV
- LUMO: -0.0604 Eh
- Gap between HOMO and LUMO: 0.303 Ha
- Structure (SMILES): N#CC(=S)CO



This record from OMol25 describes a molecular structure, C20H44IInO8P in a non-equilibrium geometry. The level of theory is wB97M-V/def2-TZVPD.

```
75
Properties=species:S:1:pos:R:3:mulliken_charge:R:1
I 3.99420 2.19467 -1.71798 -0.4719
In 5.48568 2.00076 -4.13332 0.2777
P 7.82821 2.99676 -3.81824 0.1476
O -2.23641 3.89440 2.48920 -0.3845
O -3.72817 -1.39305 5.91726 -0.3965
O -5.45807 -0.98821 4.52513 -0.5588
O 0.30845 -0.79089 0.53536 -0.4031
O 8.46143 3.35941 -5.39766 -0.5463
O -5.60330 -2.39275 6.29216 -0.3842
O -3.20719 4.30697 4.37095 -0.3808
O -2.82726 2.15386 3.79572 -0.5279
C 5.48275 -0.15529 -4.77323 -1.0599
C -0.42070 -1.15864 -0.63358 -0.9354
C -7.03335 -3.67063 4.79543 -1.0943
C 0.91830 -0.16514 -4.70946 -0.8439
C -2.76930 3.33390 3.57219 0.7453
C 0.19956 -2.66446 -4.21097 -0.5794
C 2.48267 -0.12398 -4.81387 -0.1305
C -6.96053 -2.68188 5.94171 -0.1734
C -1.65139 2.95274 1.58691 -0.5798
C -3.78141 3.86594 5.60669 -0.1827
C -2.91319 -0.55426 5.08874 -0.3336
C 0.48486 -1.79100 -1.73870 0.1565
C 0.26428 -1.47976 -5.23414 -0.9154
C 8.92364 1.62895 -3.05924 -0.8480
C -2.70765 3.49354 6.60969 -1.0683
C 3.21293 -1.37217 -4.22835 0.0975
C -0.47844 -2.32307 -2.84804 -0.7753
C -4.97985 -1.53172 5.48296 0.7335
C -0.66233 -0.63949 1.58092 -0.8525
C 4.69084 -1.09185 -3.77870 -0.6807
H -2.35744 2.16686 1.32213 0.2266
H 8.25389 0.86546 -2.62190 0.2382
H -6.45288 -4.56597 5.02559 0.2936
H -1.36229 -1.65423 -2.95663 0.3104
H 2.69121 -1.80879 -3.35729 -0.0635
H 2.80791 0.82725 -4.34451 -0.2340
H 0.88446 -1.84074 -6.08747 0.2930
H -1.37514 3.48972 0.68252 0.3044
H -0.76824 -1.33954 -5.61665 0.4037
H -1.96889 -0.39967 5.60762 0.2881
H -4.47520 3.04091 5.43460 0.2737
H 6.52016 -0.55381 -4.83715 0.3780
H 4.53420 2.94733 -5.35137 -0.3153
H -8.06757 -3.95839 4.60095 0.3498
H -7.41868 -3.11694 6.83022 0.2867
H -1.18363 -1.94190 -0.39027 0.3483
H -2.13501 2.62943 6.27058 0.2446
H 9.52149 2.13091 -2.27765 0.2859
H 7.69153 3.57845 -5.92527 0.2757
H -0.89691 -3.27909 -2.45409 0.4350
H -1.63411 -0.27547 1.18284 0.3329
H -2.71261 -1.05198 4.13925 0.2127
H 1.00924 -2.63575 -1.24176 0.2917
H 1.23262 -1.06071 -2.08751 0.0724
H 5.20144 -2.08243 -3.69900 0.3362
H 4.98571 -0.21391 -5.76771 0.3363
H -7.50249 -1.76236 5.71454 0.3054
H -6.61798 -3.24423 3.88189 0.3112
H -3.37815 0.41024 4.92164 0.1932
H -2.00215 4.31647 6.73765 0.3255
H -4.36400 4.70439 5.98828 0.3349
H -0.43857 -3.44675 -4.68836 0.3866
H -0.85536 -1.62836 2.04307 0.3735
H -3.15174 3.25307 7.57664 0.3627
H 3.23056 -2.16413 -5.01220 0.2407
H -0.75105 2.52578 2.02774 0.2697
H 0.55409 0.12707 -3.70173 0.3395
H 9.54666 1.23197 -3.88364 0.2366
H 0.55741 0.64913 -5.38213 0.4102
H -0.28667 0.10360 2.30398 0.3796
H 2.75644 -0.06065 -5.88672 0.4814
H 1.17892 -3.16099 -4.05777 0.2772
H -0.98066 -0.27569 -1.01278 0.2927
H 4.66021 -0.68916 -2.74570 0.2230
```

Computed properties:
- HOMO energy: -3.68 eV
- LUMO: 0.0705 Eh
- Charge: -1
- Gap between HOMO and LUMO: 0.206 Ha



This record from OMol25 describes a molecular structure, C27H38As3N3O6SW in a non-equilibrium geometry. The level of theory is wB97M-V/def2-TZVPD.

```
79
Properties=species:S:1:pos:R:3:mulliken_charge:R:1
W -0.04086 0.11822 0.13414 0.2647
As 1.85948 -1.58793 -0.75716 1.9824
As 3.50140 -0.95784 -4.33508 0.3783
As 1.74824 1.58632 -1.89881 1.4183
S -3.55427 -0.82781 3.03327 -0.3190
O -1.58835 3.22602 1.53024 -0.6481
O 1.30585 1.33729 1.04376 -0.6386
O -0.77434 1.96902 -0.15949 -0.7872
O -1.10895 -0.30009 -1.73626 -0.8117
O -1.03994 -3.60821 1.26028 -0.7336
O 0.51846 1.92638 3.07889 -0.6853
N -0.98968 -2.00021 -0.35335 0.7089
N 0.32645 -0.92482 2.09505 0.9300
N -2.68593 -3.62084 -0.31756 0.1325
C -1.91172 -0.09103 1.16508 0.4346
C -1.58453 -1.43694 -1.41578 0.6176
C 2.11781 -3.21737 0.28817 -1.3441
C -3.35314 -4.74247 0.33110 -1.1605
C 3.62915 1.35209 -1.36272 -2.0706
C 1.71024 2.05395 -3.80825 -1.3870
C 1.60994 3.41828 -1.25097 -1.5436
C 0.75053 -1.95098 4.63670 -0.7031
C -0.77592 2.46880 1.08085 0.6786
C -0.72037 -1.18514 2.91809 0.9979
C 3.79300 -1.21294 -0.99285 -2.3503
C 4.42408 -2.68935 -4.51122 -1.3700
C 4.27373 -0.14399 -5.94961 -1.2207
C -1.52631 -3.09485 0.26850 -0.1979
C -1.96629 -0.75937 2.36143 0.1598
C 1.56817 -1.07804 2.58278 -0.5684
C -3.20759 0.37254 0.78590 -0.7838
C -0.52770 -1.73862 4.18386 -1.0937
C 1.82738 -1.58998 3.82904 -1.0577
C -4.17077 0.04600 1.69184 -0.6368
C 4.78914 -0.12836 -3.08247 -1.9434
C 4.42417 0.06116 -1.60408 2.8422
C 5.76340 0.26276 -0.86646 -2.3227
C -3.22640 -3.09505 -1.45378 -0.1362
C 0.41402 1.87479 1.87897 0.6934
C 1.30392 -2.43621 -2.42345 -1.8717
C -2.69834 -2.02247 -2.07768 -1.4329
H 5.68904 -0.74764 -3.14619 0.7256
H 3.53744 1.51120 -0.28246 0.4420
H 6.31893 1.09525 -1.30248 0.4453
H 1.37649 1.22279 -4.42105 0.3288
H -1.38771 -1.95937 4.80054 0.4995
H 0.57097 -3.20084 -2.17305 0.5686
H 5.36312 -0.19145 -5.93288 0.3707
H 1.15377 -3.55410 0.66884 0.2098
H -5.21961 0.29492 1.65408 0.5132
H -4.33207 -4.43671 0.70096 0.3554
H 3.95175 -3.27532 -5.29936 0.4018
H 1.01243 2.88481 -3.91177 0.5716
H -3.39767 0.96003 -0.10161 0.5129
H 2.84870 -1.68928 4.16653 0.4776
H 3.96133 0.89772 -6.01872 0.3116
H 5.59508 0.48263 0.18952 0.4987
H 5.47683 -2.54359 -4.75586 0.4014
H 6.38344 -0.63350 -0.93743 0.4823
H 2.16564 -2.91408 -2.89021 0.5518
H 5.05646 0.84369 -3.50645 0.4829
H 0.91833 -2.36769 5.62113 0.4351
H -3.13412 -1.55936 -2.94637 0.5336
H 4.35565 -3.25437 -3.58076 0.4064
H 2.55322 -3.97940 -0.36089 0.5120
H 4.15758 -1.31814 0.03344 0.6106
H 2.33848 4.03350 -1.78185 0.5203
H -4.12114 -3.59097 -1.80521 0.4772
H 2.79021 -3.04102 1.12489 0.3978
H 2.37040 -0.74853 1.93717 0.7385
H 3.90806 -0.67082 -6.83043 0.4252
H 1.81020 3.44177 -0.18307 0.3207
H 4.17625 -2.09428 -1.52002 0.6585
H 4.20596 2.19596 -1.75367 0.6862
H -2.73754 -5.05701 1.16672 0.3539
H 2.69451 2.38705 -4.14294 0.3557
H 0.87194 -1.71366 -3.11041 0.2316
H -3.46790 -5.56866 -0.36996 0.3709
H 0.60498 3.78794 -1.44032 0.3934
```

Computed properties:
- HOMO energy (spin up / spin down): -6.78 / -6.78 eV
- LUMO (spin up / spin down): 0.0093 / 0.0093 Eh
- Gap between HOMO and LUMO (spin up / spin down): 0.258 / 0.258 Ha



This record from OMol25 describes a molecular structure, C3HgO4 in a non-equilibrium geometry. The level of theory is wB97M-V/def2-TZVPD.

```
8
Properties=species:S:1:pos:R:3:mulliken_spin:R:1
Hg -0.06208 -0.19302 -0.08470 0.6008
O -0.97650 -1.77014 -1.37283 0.0985
O -0.11549 4.12277 2.27064 -0.0122
O -0.18028 2.09238 1.16169 -0.0279
O 1.14438 -2.00281 -0.63127 0.0925
C 0.11432 -2.48952 -1.29381 0.0867
C -0.14971 3.10874 1.72361 0.1245
C 0.33499 -3.55464 -2.12556 0.0372
```

Computed properties:
- HOMO energy (spin up / spin down): -2.35 / -2.30 eV
- Multiplicity: 2
- LUMO (spin up / spin down): 0.0918 / 0.0776 Eh
- Charge: -1
- Gap between HOMO and LUMO (spin up / spin down): 0.178 / 0.162 Ha